Entry from the OMol25 dataset: C32H55BrFN5O7S as an isolated structure at a distorted geometry (ωB97M-V with the def2-TZVPD basis set).

Values from the calculation:
LUMO in eV: -0.74
Spin multiplicity: 1
Gap between HOMO and LUMO in eV: 7.71
HOMO level in eV: -8.5
Electronic energy in Ha: -5124.827517

CARTESIAN COORDINATES (ANGSTROEM)
1 N 2.355 -1.621 0.998
2 C 1.632 -1.264 0.023
3 N 0.959 -2.268 -0.717
4 N 1.504 0.091 -0.358
5 C 0.614 0.433 -1.469
6 C -0.901 0.287 -1.192
7 C -1.645 1.515 -1.712
8 C -3.110 1.251 -2.080
9 C -3.832 0.316 -1.133
10 C -3.992 0.583 0.247
11 Br -3.365 2.223 1.012
12 C -4.592 -0.268 1.122
13 C -5.113 -1.483 0.621
14 N -5.743 -2.455 1.294
15 S -6.137 -3.571 0.235
16 N -5.533 -2.937 -1.113
17 C -4.997 -1.769 -0.738
18 C -4.346 -0.859 -1.610
19 F -4.263 -1.194 -2.896
20 H 2.798 -0.808 1.423
21 H -0.025 -2.284 -0.495
22 H 1.101 -2.181 -1.712
23 H 1.330 0.674 0.446
24 H 0.805 1.474 -1.695
25 H 0.917 -0.111 -2.351
26 H -1.070 0.152 -0.128
27 H -1.267 -0.574 -1.746
28 H -1.559 2.314 -0.986
29 H -1.146 1.879 -2.605
30 H -3.105 0.775 -3.051
31 H -3.657 2.175 -2.211
32 H -4.696 -0.021 2.162
33 C -4.866 5.834 -2.050
34 C -4.273 5.352 -3.345
35 O -3.554 4.377 -3.396
36 C -4.624 6.133 -4.588
37 H -4.539 5.186 -1.238
38 H -4.539 6.855 -1.845
39 H -5.953 5.804 -2.107
40 H -4.288 7.165 -4.487
41 H -5.705 6.124 -4.739
42 H -4.139 5.682 -5.451
43 C -8.822 2.460 -0.690
44 C -7.681 3.194 -1.349
45 O -7.721 4.387 -1.548
46 C -6.479 2.376 -1.750
47 H -9.617 3.162 -0.452
48 H -9.210 1.693 -1.362
49 H -8.477 1.985 0.230
50 H -6.778 1.606 -2.465
51 H -6.035 1.902 -0.875
52 H -5.735 3.020 -2.213
53 C 5.358 -2.852 2.276
54 C 5.314 -1.755 3.313
55 O 4.280 -1.181 3.569
56 C 6.608 -1.413 4.008
57 H 4.364 -2.992 1.855
58 H 6.050 -2.581 1.477
59 H 5.693 -3.784 2.735
60 H 7.350 -1.080 3.279
61 H 6.990 -2.285 4.541
62 H 6.437 -0.614 4.723
63 C -8.280 -7.873 -2.914
64 C -7.315 -7.136 -2.016
65 O -7.283 -7.332 -0.824
66 C -6.394 -6.138 -2.675
67 H -8.882 -8.555 -2.318
68 H -8.937 -7.163 -3.419
69 H -7.731 -8.443 -3.664
70 H -6.977 -5.356 -3.164
71 H -5.768 -6.637 -3.416
72 H -5.756 -5.685 -1.921
73 C 6.875 -2.038 9.386
74 C 7.097 -1.331 8.069
75 O 7.748 -1.833 7.184
76 C 6.466 0.031 7.912
77 H 7.378 -3.002 9.370
78 H 7.277 -1.438 10.204
79 H 5.808 -2.193 9.550
80 H 6.851 0.711 8.673
81 H 5.383 -0.044 8.016
82 H 6.702 0.430 6.928
83 C 1.270 2.455 -6.377
84 C 1.722 2.492 -4.938
85 O 1.587 1.540 -4.206
86 C 2.350 3.776 -4.451
87 H 0.838 1.482 -6.597
88 H 0.519 3.227 -6.552
89 H 2.119 2.628 -7.040
90 H 1.641 4.599 -4.552
91 H 3.242 4.001 -5.038
92 H 2.629 3.670 -3.405
93 C 10.751 -1.105 2.162
94 C 10.720 0.004 3.188
95 O 9.702 0.600 3.444
96 C 12.023 0.328 3.880
97 H 9.757 -1.238 1.742
98 H 11.447 -0.853 1.360
99 H 11.070 -2.038 2.629
100 H 12.769 0.637 3.146
101 H 12.391 -0.549 4.413
102 H 11.864 1.136 4.589


Entry from the OMol25 dataset: a 3-piece molecular cluster, C32H57F5N11O6P2S overall at a distorted geometry (ωB97M-V with the def2-TZVPD basis set).

Values from the calculation:
LUMO in eV: -4.58
Spin multiplicity: 1
Gap between HOMO and LUMO in eV: 5.22
Total charge: +1
HOMO level in eV: -9.8
Electronic energy in Ha: -3887.167793

CARTESIAN COORDINATES (ANGSTROEM)
1 C 4.297 -5.215 2.257
2 C 3.899 -3.746 2.462
3 C 3.925 -3.003 1.146
4 O 4.534 -3.415 0.194
5 O 3.284 -1.778 1.022
6 C 1.948 -1.705 1.452
7 C 1.014 -2.479 0.498
8 N -0.135 -2.975 1.281
9 C -1.338 -3.118 0.834
10 N -2.361 -3.628 1.611
11 C -2.866 -2.793 2.684
12 C -2.028 -2.125 3.563
13 C -2.528 -1.310 4.563
14 N -3.829 -1.125 4.746
15 C -4.622 -1.755 3.897
16 C -4.227 -2.600 2.872
17 C -3.381 -4.107 0.599
18 C -3.894 -5.452 1.049
19 C -5.242 -5.658 1.317
20 C -5.596 -6.923 1.759
21 C -4.617 -7.891 1.903
22 N -3.323 -7.736 1.618
23 C -3.015 -6.516 1.199
24 C -2.569 -4.098 -0.707
25 N -1.736 -2.882 -0.493
26 S -2.503 -1.423 -0.805
27 O -3.043 -0.813 0.368
28 O -3.459 -1.678 -1.828
29 C -1.252 -0.230 -1.531
30 F -1.816 0.272 -2.622
31 F -0.124 -0.837 -1.903
32 C -0.998 0.974 -0.577
33 F -0.001 1.706 -1.074
34 F -0.620 0.559 0.634
35 F -2.056 1.753 -0.542
36 H 3.893 -5.830 3.060
37 H 3.897 -5.612 1.326
38 H 5.376 -5.333 2.249
39 H 4.594 -3.308 3.179
40 H 2.917 -3.742 2.936
41 H 1.847 -2.075 2.479
42 H 1.661 -0.656 1.499
43 H 1.555 -3.296 0.024
44 H 0.625 -1.764 -0.208
45 H 0.049 -3.230 2.243
46 H -0.955 -2.222 3.490
47 H -1.832 -0.799 5.214
48 H -5.687 -1.590 4.019
49 H -4.955 -3.062 2.229
50 H -4.212 -3.424 0.420
51 H -5.997 -4.890 1.210
52 H -6.624 -7.161 1.992
53 H -4.908 -8.865 2.279
54 H -1.966 -6.352 0.960
55 H -3.128 -4.127 -1.634
56 H -1.907 -4.965 -0.678
57 O -0.162 7.349 3.355
58 P -1.058 6.357 2.700
59 N -1.671 7.257 1.384
60 C -2.940 7.045 0.726
61 C -0.672 7.799 0.470
62 N -2.229 6.132 3.965
63 C -3.511 6.818 3.917
64 C -1.653 6.266 5.303
65 N -1.314 4.797 2.100
66 C -0.416 4.348 1.042
67 C -2.434 3.915 2.358
68 H -2.934 6.203 0.014
69 H -3.202 7.943 0.164
70 H -3.752 6.892 1.429
71 H -0.288 7.040 -0.227
72 H 0.172 8.207 1.025
73 H -1.094 8.616 -0.118
74 H -3.412 7.897 3.738
75 H -4.038 6.677 4.861
76 H -4.169 6.387 3.160
77 H -1.537 7.312 5.605
78 H -0.674 5.793 5.357
79 H -2.303 5.767 6.027
80 H -0.866 4.474 0.049
81 H -0.142 3.297 1.164
82 H 0.518 4.912 1.062
83 H -3.334 4.227 1.818
84 H -2.663 3.843 3.417
85 H -2.188 2.902 2.025
86 O 6.029 1.152 -4.057
87 P 4.696 0.571 -4.373
88 N 4.998 -1.104 -4.188
89 C 4.292 -2.174 -4.852
90 C 5.497 -1.516 -2.880
91 N 4.544 1.049 -6.035
92 C 4.834 0.106 -7.105
93 C 5.193 2.329 -6.321
94 N 3.020 0.558 -4.155
95 C 2.548 0.353 -2.793
96 C 1.984 0.525 -5.167
97 H 3.313 -2.406 -4.399
98 H 4.896 -3.082 -4.803
99 H 4.141 -1.980 -5.909
100 H 4.697 -1.578 -2.128
101 H 6.247 -0.813 -2.520
102 H 5.977 -2.493 -2.943
103 H 5.806 -0.389 -6.986
104 H 4.834 0.628 -8.063
105 H 4.053 -0.651 -7.197
106 H 6.274 2.226 -6.456
107 H 5.022 3.042 -5.517
108 H 4.768 2.752 -7.234
109 H 2.275 -0.696 -2.615
110 H 1.684 0.980 -2.577
111 H 3.323 0.625 -2.072
112 H 1.891 -0.465 -5.625
113 H 2.149 1.262 -5.947
114 H 1.019 0.768 -4.713